16
Properties=species:S:1:pos:R:3:forces:R:3 method="wB97M-V/def2-TZVPD" homo_energy_ev=-7.3 lumo_ev=1.02 de_lowest_kcal_mol=78.26 fmax_ev_per_a=2.96
C 0.8205 -0.9632 0.7195 2.11 2.01 -0.55
C -0.4838 -0.4334 0.2735 -0.42 1.12 -0.65
N 2.4241 0.2545 -0.7845 -0.47 -0.67 -0.44
N -1.3326 -1.2969 -0.4660 -0.18 -0.05 0.10
N -1.9741 1.4525 -0.0221 -0.24 -0.03 -0.14
C -0.7743 0.8798 0.3915 -0.05 -0.96 0.44
O 1.8737 0.1450 0.5183 -0.78 -1.22 1.03
H 1.8347 0.8939 -1.3199 -0.01 0.01 0.25
H 3.3223 0.7151 -0.6535 -0.24 -0.12 0.23
H -0.9520 -2.2289 -0.5656 -0.09 0.09 0.02
H -2.2611 -1.3537 -0.0689 -0.06 -0.11 -0.02
H -1.9200 2.4414 -0.2138 -0.02 -0.10 -0.04
H -2.4316 0.9410 -0.7649 0.03 0.09 -0.07
H 1.1101 -1.8639 0.1698 0.12 0.11 0.10
H 0.8834 -1.1014 1.8013 0.10 -0.19 -0.16
H -0.1394 1.5182 0.9853 0.18 0.01 -0.10